[1]
Below is C3H8N5 as an isolated structure, with properties calculated with ωB97M-V/def2-TZVPD.

Each line ends with the natural charge from an NBO analysis.
Element x y z (Å)
1 C -0.95186 -0.90091 -1.87844  0.52
2 C -1.07386 0.68244 1.30727  -0.42
3 C 1.82327 0.82978 1.33667  -0.48
4 N -0.76378 -0.53243 -0.76709  -0.09
5 N 1.93600 0.41924 -1.00552  0.06
6 N -0.29988 0.23347 0.11897  -0.23
7 N 1.48297 0.50433 0.05574  0.09
8 N -1.38509 -1.82189 -2.66592  -0.78
9 H -0.43562 1.25834 1.86544  0.20
10 H -1.91379 1.32779 1.01786  0.23
11 H -1.33136 -0.29197 1.85335  0.22
12 H 1.20191 1.50808 1.80690  0.24
13 H 1.69696 -0.07250 1.98913  0.26
14 H 2.91184 1.20571 1.36095  0.28
15 H -1.69406 -1.52763 -3.69994  0.44
16 H -1.20364 -2.82184 -2.69536  0.44

charge = +1
ΔE to the lowest compared entry with this formula, charge and spin = 134.0 kcal/mol
frontier orbital gap = 9.540 eV
LUMO energy = -3.8261 eV
E_HOMO = -13.366 eV
energy = -392.4340 Ha

---

[2]
Below is a 2-piece molecular cluster, C3H8NO overall, with properties calculated with ωB97M-V/def2-TZVPD.

Each line ends with the natural charge from an NBO analysis.
Element x y z (Å)
1 C -0.41145 0.53468 -0.63827  -0.04
2 O 0.00913 -0.06610 -1.78608  -0.93
3 C -0.82197 0.07208 1.15339  0.19
4 C 0.41938 -0.24993 0.57670  -0.43
5 N -1.11837 1.16673 1.81777  -1.03
6 H -0.11415 1.58835 -0.55112  0.14
7 H -1.50156 0.59607 -0.73348  0.20
8 H -1.46667 -0.80323 1.22205  0.13
9 H 1.66442 -1.54565 -2.66961  0.04
10 H 0.60018 -1.21784 0.14551  0.23
11 H 1.26192 0.30842 0.91535  0.20
12 H 2.25273 -1.49033 -2.20998  -0.05
13 H -0.77359 1.10674 2.75777  0.34

charge = -1
ΔE to the lowest compared entry with this formula, charge and spin = 101.4 kcal/mol
frontier orbital gap = 7.367 eV
LUMO energy = 4.6090 eV
E_HOMO = -2.758 eV
energy = -248.9251 Ha

---

[3]
Below is an isolated ion of composition C3H8NO and charge -1, with properties calculated with ωB97M-V/def2-TZVPD.

Each line ends with the natural charge from an NBO analysis.
Element x y z (Å)
1 C 0.42346 -0.46652 -0.22133  -0.26
2 N -0.54406 0.70225 -0.03722  -0.70
3 C -1.77432 0.41488 0.63987  0.14
4 O -2.26298 -0.82230 1.06537  -0.95
5 C 1.97644 -0.26859 -0.37582  -0.65
6 H 0.08221 -1.22919 0.54036  0.24
7 H 0.04116 -0.97550 -1.08565  0.16
8 H -0.67423 1.32916 -0.84813  0.35
9 H -2.61345 1.01492 0.03127  0.02
10 H -1.71078 1.09319 1.54282  0.05
11 H 2.09786 0.86350 -0.33482  0.21
12 H 2.53360 -0.71288 -1.25404  0.19
13 H 2.42508 -0.94293 0.33732  0.21

charge = -1
SMILES = CCNC[O-]
ΔE to the lowest compared entry with this formula, charge and spin = 46.0 kcal/mol
frontier orbital gap = 5.882 eV
LUMO energy = 4.0797 eV
E_HOMO = -1.803 eV
energy = -249.0132 Ha

---

[4]
Below is a 2-piece molecular cluster, C3H8NO overall, with properties calculated with ωB97M-V/def2-TZVPD.

Each line ends with the natural charge from an NBO analysis.
Element x y z (Å)
1 C -0.46589 0.22490 -2.01663  -0.22
2 O 0.11221 -0.83067 -1.34710  -0.98
3 H -1.07072 1.08951 -1.49578  0.04
4 H -1.31349 -0.22615 -2.51402  0.12
5 H 0.31000 0.89467 -2.52786  0.10
6 C 0.99769 -1.08892 1.42193  -0.48
7 C -0.50169 0.99474 1.06846  -0.09
8 N 0.47485 0.34861 1.61406  -0.46
9 H 0.19249 -1.65366 1.87957  0.19
10 H 1.21912 -1.21541 0.24565  0.30
11 H 1.98166 -1.07182 1.93041  0.17
12 H -0.89286 1.99707 1.52191  0.13
13 H -1.04338 0.53714 0.21941  0.19

charge = -1
ΔE to the lowest compared entry with this formula, charge and spin = 64.3 kcal/mol
frontier orbital gap = 6.834 eV
LUMO energy = 4.4670 eV
E_HOMO = -2.367 eV
energy = -248.9842 Ha